Record 1
The following is a DFT calculation (the ωB97M-V functional and the def2-TZVPD basis) of a cluster of 2 separate species, C4H12 in total in a non-equilibrium geometry.

Each line ends with the Löwdin spin population.
Positions of all 16 atoms, in Å:
1 C -2.497 1.766 -0.230  0.12
2 C -1.875 0.380 -0.178  0.17
3 H -1.864 2.501 -0.727  0.03
4 H -3.447 1.692 -0.767  0.01
5 H -2.706 2.162 0.769  0.02
6 H -2.637 -0.400 -0.155  0.02
7 H -1.111 0.202 0.575  0.03
8 H -1.296 0.206 -1.092  0.04
9 C 2.286 -1.822 0.351  0.14
10 C 2.106 -0.345 0.081  0.23
11 H 1.383 -2.367 0.027  0.03
12 H 3.072 -2.320 -0.199  0.02
13 H 2.305 -1.999 1.424  0.02
14 H 3.063 0.196 0.149  0.04
15 H 1.674 -0.014 -0.865  0.05
16 H 1.542 0.162 0.835  0.04

Forces on atoms 1 to 2 (eV/Å):
C -0.2 0.0 0.5
C 0.6 -0.3 -0.8

As for the charge: -1. The value obtained for the molecular weight is 60.14 g/mol. Its total energy is -4340.7254 eV. As for the largest force on an atom: 1.74 eV Å⁻¹. The expectation value of S² is 0.7503. Its HOMO energy (alpha / beta) is 1.53 / -7.71 eV. The multiplicity is 2. For the energy relative to the best compared isomer or geometry (same formula, charge and spin), the calculation gives 30.0 kJ/mol. The LUMO energy (alpha / beta) comes out at 4.3 / 4.4 eV.



Record 2
The following is a DFT calculation (the ωB97M-V functional and the def2-TZVPD basis) of the molecule C8H10N2S in a non-equilibrium geometry.

Each line ends with the Löwdin spin population.
Positions of all 21 atoms, in Å:
1 C -0.251 -1.192 -2.812  0.12
2 C -1.715 -2.800 -1.809  0.52
3 C -0.763 -1.877 -1.733  0.49
4 C -0.892 -1.244 -0.186  0.07
5 C -0.801 1.231 -0.438  0.01
6 C 1.371 -0.144 -0.365  0.01
7 C 0.061 0.149 1.665  0.00
8 C -0.047 -0.062 0.203  0.01
9 N 0.215 -0.669 -3.740  0.31
10 N -1.690 -1.919 0.510  0.04
11 S -2.436 -3.147 -0.285  0.40
12 H -1.820 -3.593 -2.581  0.02
13 H -0.161 2.023 -0.117  0.00
14 H -0.772 1.037 -1.455  0.00
15 H -1.718 1.429 -0.069  0.00
16 H 2.170 -0.757 0.138  0.00
17 H 1.232 -0.635 -1.332  0.00
18 H 1.725 0.890 -0.535  0.00
19 H -0.862 0.538 2.081  0.00
20 H 0.386 -0.712 2.341  0.00
21 H 0.821 0.883 1.989  0.00

Forces on atoms 1 to 2 (eV/Å):
C -0.5 -0.5 1.0
C -5.5 -6.5 -1.0

The value obtained for the molecular weight is 166.25 g/mol. Its total energy is -22267.9125 eV. As for the largest force on an atom: 8.58 eV Å⁻¹. The expectation value of S² is 2.0196. Its HOMO energy (alpha / beta) is -5.94 / -10.04 eV. The multiplicity is 3. For the energy relative to the best compared isomer or geometry (same formula, charge and spin), the calculation gives 137.5 kJ/mol. The LUMO energy (alpha / beta) comes out at 0.7 / -3.5 eV.



Record 3
The following is a DFT calculation (the ωB97M-V functional and the def2-TZVPD basis) of a structure of composition C30H72N4O13Sr in a non-equilibrium geometry.

Each line ends with the Mulliken charge.
Positions of all 120 atoms, in Å:
1 Sr -0.044 2.704 6.577  0.84
2 C 0.976 -0.733 0.352  -0.55
3 C 0.377 0.008 1.456  0.45
4 C -1.005 0.752 1.221  0.50
5 O -1.329 1.676 2.026  -0.67
6 C -1.740 0.372 0.021  -0.47
7 C -1.214 -0.525 -0.905  0.47
8 C 0.227 -1.037 -0.784  0.38
9 O 0.706 -1.846 -1.650  -0.63
10 O -1.997 -0.851 -1.931  -0.64
11 O 0.960 0.220 2.548  -0.66
12 H 1.951 -1.180 0.471  0.48
13 H -2.690 0.848 -0.169  0.48
14 C -5.895 -2.609 2.758  -0.44
15 O -6.243 -2.458 1.357  -0.51
16 H -4.842 -2.881 2.831  0.24
17 H -6.004 -1.618 3.199  0.21
18 H -6.591 -3.352 3.147  0.20
19 H -5.463 -2.250 0.838  0.30
20 C 6.442 -0.106 4.284  -0.57
21 O 5.825 0.799 3.430  -0.46
22 H 6.291 -1.095 3.850  0.24
23 H 7.446 0.164 4.611  0.25
24 H 5.902 -0.181 5.227  0.24
25 H 4.899 0.558 3.498  0.30
26 C -8.660 4.734 4.772  -1.04
27 C -7.686 4.245 3.684  -0.09
28 O -6.394 4.802 3.787  -0.54
29 H -9.690 4.416 4.610  0.32
30 H -8.616 5.813 4.923  0.30
31 H -8.430 4.341 5.762  0.28
32 H -7.980 4.559 2.682  0.22
33 H -7.635 3.165 3.820  0.24
34 H -5.678 4.163 3.759  0.30
35 C 4.229 -7.179 2.203  -0.89
36 C 3.809 -6.002 3.030  -0.20
37 O 2.382 -5.894 2.915  -0.54
38 H 4.129 -7.021 1.129  0.26
39 H 3.785 -8.099 2.583  0.28
40 H 5.269 -7.335 2.489  0.30
41 H 4.167 -5.086 2.560  0.20
42 H 4.135 -5.936 4.068  0.28
43 H 2.025 -5.223 2.330  0.30
44 C 7.176 -2.097 -6.446  -0.91
45 C 6.495 -2.290 -5.164  -0.23
46 O 5.680 -1.256 -4.780  -0.53
47 H 6.638 -1.332 -7.005  0.30
48 H 6.924 -2.991 -7.017  0.27
49 H 8.202 -1.738 -6.376  0.27
50 H 7.192 -2.464 -4.345  0.23
51 H 5.850 -3.166 -5.228  0.29
52 H 4.910 -1.605 -4.326  0.31
53 C -2.130 -7.666 -1.139  -1.48
54 C -3.605 -7.915 -1.241  0.55
55 C -4.309 -8.046 0.136  -0.62
56 O -5.540 -8.727 -0.091  -0.34
57 C -6.248 -9.038 1.137  -0.78
58 N -4.177 -6.782 -1.968  -0.74
59 H -1.621 -8.444 -0.570  0.39
60 H -1.896 -6.706 -0.680  0.32
61 H -1.602 -7.645 -2.092  0.36
62 H -3.671 -8.906 -1.692  0.22
63 H -4.507 -7.032 0.483  0.23
64 H -3.684 -8.568 0.861  0.43
65 H -5.659 -9.395 1.981  0.30
66 H -7.106 -9.699 1.015  0.30
67 H -6.854 -8.186 1.444  0.30
68 H -5.168 -6.924 -1.835  0.34
69 H -3.962 -5.899 -1.525  0.23
70 C 8.081 4.783 -0.602  -1.25
71 C 7.810 3.902 -1.728  0.66
72 C 8.996 2.833 -1.920  -0.89
73 O 10.165 3.400 -2.533  -0.34
74 C 10.188 3.306 -3.913  -0.80
75 N 6.474 3.245 -1.635  -0.73
76 H 7.749 5.783 -0.881  0.29
77 H 9.057 4.703 -0.125  0.32
78 H 7.370 4.523 0.182  0.35
79 H 7.680 4.428 -2.674  0.25
80 H 8.606 1.951 -2.429  0.36
81 H 9.262 2.456 -0.932  0.39
82 H 10.665 4.218 -4.269  0.32
83 H 9.191 3.435 -4.332  0.32
84 H 10.445 2.303 -4.253  0.31
85 H 6.285 2.534 -2.327  0.25
86 H 6.507 2.754 -0.752  0.20
87 C -8.996 0.149 -7.297  -1.30
88 C -7.758 0.465 -6.528  0.54
89 C -8.059 1.524 -5.457  -0.79
90 O -8.966 2.544 -5.786  -0.34
91 C -9.873 3.000 -4.827  -0.68
92 N -7.268 -0.820 -6.119  -0.74
93 H -9.570 1.007 -7.645  0.34
94 H -9.674 -0.380 -6.628  0.30
95 H -8.735 -0.372 -8.218  0.32
96 H -6.989 0.857 -7.194  0.32
97 H -7.252 2.123 -5.034  0.37
98 H -8.343 0.893 -4.615  0.35
99 H -10.612 2.210 -4.690  0.28
100 H -10.339 3.910 -5.205  0.22
101 H -9.328 3.127 -3.892  0.31
102 H -6.384 -0.777 -5.633  0.25
103 H -7.799 -1.170 -5.334  0.25
104 C 5.147 6.597 5.676  -1.48
105 C 3.663 6.101 5.699  0.12
106 C 3.001 6.552 4.342  -0.71
107 O 1.647 6.349 4.606  -0.25
108 C 0.870 6.937 3.598  -0.87
109 N 3.587 4.660 5.905  -0.53
110 H 5.652 6.241 6.573  0.41
111 H 5.127 7.683 5.579  0.40
112 H 5.757 6.186 4.871  0.36
113 H 3.236 6.597 6.571  0.23
114 H 3.332 6.122 3.396  0.39
115 H 3.092 7.638 4.306  0.38
116 H -0.155 7.011 3.963  0.28
117 H 0.730 6.350 2.691  0.36
118 H 1.054 7.977 3.328  0.32
119 H 3.746 4.414 4.938  0.35
120 H 4.493 4.415 6.278  0.26

Forces on atoms 1 to 2 (eV/Å):
Sr 0.3 0.1 -0.6
C -1.1 1.1 2.1

The value obtained for the molecular weight is 784.54 g/mol. Its total energy is -65675.4929 eV. As for the largest force on an atom: 5.79 eV Å⁻¹. Its HOMO energy is -6.11 eV. The LUMO energy comes out at -4.1 eV.



Record 4
The following is a DFT calculation (the ωB97M-V functional and the def2-TZVPD basis) of the molecule C11H21NO2S in a non-equilibrium geometry.

Each line ends with the Mulliken charge.
Positions of all 36 atoms, in Å:
1 C 2.516 -0.446 0.158  -0.20
2 C 1.785 0.423 -0.442  -0.60
3 C 5.094 0.592 0.852  -0.89
4 C -5.653 -0.800 0.476  -1.40
5 C 3.757 -1.087 -0.378  -0.58
6 C 4.907 -0.917 0.635  -0.65
7 C -4.601 0.175 0.138  -0.34
8 C -3.196 -0.452 -0.124  -0.69
9 C -2.037 0.384 0.160  -0.62
10 C 0.579 1.010 0.108  -0.35
11 C -0.808 0.024 -0.729  -0.14
12 N 0.274 2.321 -0.186  1.11
13 O -0.509 2.957 0.457  -0.64
14 O 0.774 2.699 -1.260  -0.66
15 S -0.385 -1.655 -0.817  -0.11
16 H 2.131 -0.931 1.134  0.11
17 H 2.097 1.112 -1.257  0.37
18 H 4.150 1.086 0.798  0.24
19 H 5.524 0.726 1.827  0.35
20 H 5.819 0.990 0.042  0.24
21 H -5.650 -1.692 -0.145  0.36
22 H -5.570 -1.013 1.508  0.36
23 H -6.645 -0.288 0.366  0.36
24 H 3.991 -0.436 -1.233  0.32
25 H 3.701 -2.117 -0.560  0.33
26 H 4.734 -1.370 1.575  0.36
27 H 5.648 -1.528 0.202  0.42
28 H -4.573 0.888 1.019  0.27
29 H -4.777 0.808 -0.786  0.34
30 H -3.095 -1.478 0.393  0.33
31 H -3.109 -0.760 -1.276  0.29
32 H -1.645 0.344 1.219  0.31
33 H -2.140 1.502 0.182  0.32
34 H 0.308 0.735 1.225  0.50
35 H -0.697 0.526 -1.664  0.48
36 H -1.183 -2.162 0.092  0.11

Forces on atoms 1 to 2 (eV/Å):
C 0.1 -4.2 2.4
C -0.1 4.3 -1.1

The value obtained for the molecular weight is 231.36 g/mol. Its total energy is -28161.8874 eV. As for the largest force on an atom: 6.98 eV Å⁻¹. Its HOMO energy is -9.07 eV. As for the SMILES: CCC/C=C/[C@H]([C@@H](S)CCCC)[N+](=O)[O-]. For the energy relative to the best compared isomer or geometry (same formula, charge and spin), the calculation gives 664.8 kJ/mol. The LUMO energy comes out at -0.1 eV.



Q: What is the molecular weight in the first record?
A: 60.14 g/mol



Q: Among the records above, which one has the lowest molecular weight?
A: C4H12



Q: molecular weight of number 3 (C30H72N4O13Sr)?
A: 784.54 g/mol